# 1
18
Properties=species:S:1:pos:R:3 method="wB97M-V/def2-TZVPD" multiplicity=1 de_lowest_kcal_mol=135.33 largest_force_ev_per_a=5.73 homo_lumo_gap_ha=0.3560 e_tot_ev=-9358.5685 charge=0 e_homo_ev=-9.22
H 0.74 -1.69 -1.77
C 2.26 -0.20 0.94
C 1.63 -1.25 0.07
H -3.09 -1.63 0.86
C -2.58 -0.40 0.87
H -1.36 -0.26 0.85
H 0.32 2.43 -0.66
C 0.66 1.32 -0.46
H -2.81 0.14 2.19
H -2.46 0.38 -0.80
H 1.81 -2.46 -0.08
H 2.89 -0.44 1.76
H -3.92 -0.63 -0.55
N 0.35 0.31 -1.24
H 2.18 2.04 0.96
N -3.31 0.35 -0.13
C 0.77 -0.91 -0.91
C 1.66 1.04 0.63

***

# 2
9
Properties=species:S:1:pos:R:3 method="wB97M-V/def2-TZVPD" multiplicity=1 de_lowest_kcal_mol=62.89 largest_force_ev_per_a=3.29 homo_lumo_gap_ha="0.2940 / 0.3071" e_tot_ev=-74705.0995 charge=0 e_homo_ev="-8.96 / -9.09"
H -0.69 0.25 1.57
H -0.78 1.81 0.56
N 1.24 -2.24 0.50
C 1.07 -1.26 -0.08
H 0.29 -0.11 -1.69
H 1.51 0.75 -0.60
C -0.96 0.75 0.66
C 0.84 -0.08 -0.77
Br -2.52 0.14 -0.15

***

# 3
43
Properties=species:S:1:pos:R:3 method="wB97M-V/def2-TZVPD" multiplicity=2 de_lowest_kcal_mol=75.85 largest_force_ev_per_a=1.20 homo_lumo_gap_ha="0.2070 / 0.1937" e_tot_ev=-128576.0901 charge=-1 e_homo_ev="-4.10 / -4.10"
H -1.45 -0.92 -1.33
H -1.94 -1.74 6.62
C 1.68 3.66 -1.74
Se -2.87 -2.09 -0.45
C -0.74 -1.52 1.82
O -0.73 -0.20 -1.41
O 1.86 1.39 0.79
C 0.13 -1.23 6.81
H 2.26 0.32 -2.08
H -0.84 -3.08 6.34
H -0.76 0.20 -2.29
Cl 4.62 6.36 -1.97
S 1.70 0.65 3.79
C 1.58 1.15 -1.88
C -1.92 -0.10 3.35
C 2.34 2.44 -1.89
H 0.87 1.18 -2.72
C 1.90 0.08 7.61
H -0.26 -2.32 1.28
C -4.34 -2.87 -1.19
H -2.47 0.31 4.18
S -1.63 -1.77 3.21
C 2.37 4.86 -1.76
N -5.30 -3.36 -1.62
H -1.25 1.64 2.24
C 0.88 -0.82 7.90
C 1.39 0.09 5.37
H 4.26 1.53 -2.17
C -1.01 -2.20 6.96
H 1.85 5.80 -1.64
C -1.30 0.57 2.36
C 4.43 3.66 -2.08
N 0.37 -0.80 5.58
N 2.16 0.53 6.40
H -1.14 -2.51 8.00
C 3.72 2.47 -2.06
H 5.50 3.67 -2.21
H 0.69 -1.17 8.90
C 3.74 4.85 -1.94
H 2.54 0.46 8.41
N -0.62 -0.25 1.48
H 0.61 3.67 -1.58
Re 0.65 0.58 0.01

***

# 4
67
Properties=species:S:1:pos:R:3 method="wB97M-V/def2-TZVPD" multiplicity=2 largest_force_ev_per_a=4.75 homo_lumo_gap_ha="0.2895 / 0.1690" e_tot_ev=-110964.1349 charge=-1 e_homo_ev="-5.74 / -5.72"
O -0.51 -7.03 0.09
H -3.10 3.06 -1.93
O 3.63 3.24 -0.44
V 0.63 0.33 -1.19
H 1.90 1.33 3.00
O 2.61 1.06 0.38
C -1.44 -2.22 -2.35
O 2.29 0.95 -3.00
S 0.56 -7.07 1.12
C 1.65 -4.87 0.28
H -2.08 -2.95 -2.85
H -4.93 2.11 1.59
H 3.43 1.67 3.81
S 3.44 2.23 0.63
C -6.67 3.53 1.31
H -0.53 -2.72 -2.03
C 1.82 3.06 4.18
C -3.22 2.49 -1.00
O -2.17 3.24 1.47
N 0.37 3.57 -1.92
H 2.77 -3.06 0.03
H -0.30 -2.60 -4.87
H 5.76 2.44 1.51
O 3.13 2.88 -3.52
C 5.16 1.64 1.06
N 2.35 1.97 -3.65
H 5.50 1.23 0.10
O 0.98 4.60 -1.61
C -5.19 3.17 1.61
H -2.51 1.68 -0.85
H 0.17 -6.69 3.52
H 2.33 3.99 4.41
C 0.00 -1.68 -4.37
H 2.27 -5.37 -0.47
S -2.96 3.81 0.36
O 1.57 -8.09 1.10
O 1.41 2.05 -4.48
H 0.97 -1.88 -3.91
O 1.76 -0.82 -1.08
O -0.19 0.27 0.21
H 1.97 -3.04 1.51
H 0.73 -4.46 -0.14
C -1.08 -1.21 -3.42
O -2.53 5.06 -0.31
O -0.83 0.08 -2.89
H 0.32 -0.99 -5.14
H 1.46 2.59 5.10
H -2.04 -1.10 -3.92
O 0.50 2.59 -1.20
H -6.86 4.54 0.97
C 2.51 -3.72 0.86
H -1.91 -1.82 -1.44
O -0.50 3.56 -2.82
H -1.33 -6.65 2.49
H -0.59 -8.19 2.91
O 2.91 2.89 2.02
C 2.63 2.11 3.21
H 3.40 -4.08 1.38
O -4.53 4.02 0.71
H -5.09 3.50 2.64
H -4.25 2.14 -1.05
H 4.97 0.83 1.76
C -0.38 -7.15 2.69
O 1.33 -5.63 1.42
H -7.40 3.31 2.10
H -7.00 2.82 0.55
H 0.92 3.47 3.72

***

# 5
67
Properties=species:S:1:pos:R:3 method="wB97M-V/def2-TZVPD" multiplicity=5 largest_force_ev_per_a=3.68 homo_lumo_gap_ha="0.1892 / 0.3007" e_tot_ev=-66265.8613 charge=+2 e_homo_ev="-14.62 / -14.69"
H -2.78 -2.21 0.54
C 0.13 -0.09 2.81
N -1.04 -1.04 -2.87
H 2.27 0.03 6.15
H -0.23 -2.30 3.75
C -2.01 -3.04 -2.65
H -1.70 -1.49 4.20
H 0.64 -1.82 6.17
C 1.99 0.58 5.20
H -0.98 2.63 1.42
N 0.01 -0.37 4.11
C -1.76 3.34 -1.67
H 2.38 0.07 4.34
H 2.76 2.45 -3.67
C -0.44 -1.92 5.97
N 1.44 -0.65 -1.33
C -1.29 2.70 -2.85
H 3.33 1.23 -4.82
H -2.54 1.91 1.15
N 1.28 -0.03 -2.59
N -0.85 1.47 -2.46
H -2.02 4.37 -1.44
H 1.51 1.58 -4.59
H -1.18 -1.48 2.10
H 4.43 0.56 -1.99
H -0.14 0.57 -4.38
H -0.28 -3.04 -5.15
H 0.68 1.41 1.35
H -0.04 0.29 6.04
C -0.64 -1.61 4.48
C 2.74 -0.57 -0.94
H -0.38 3.43 -4.86
C 0.49 0.60 5.15
C -2.56 -3.02 -0.17
H -0.77 -2.92 6.19
H -2.32 -4.05 -2.87
N -0.45 -0.76 1.81
C 0.84 1.15 2.40
C -1.44 -2.13 -3.57
C -1.54 2.50 -0.62
H -1.97 4.14 -4.27
N -1.43 -1.25 -1.50
B -0.13 0.23 -3.25
H -1.94 2.42 -4.85
H -2.07 -2.95 -5.49
H 1.94 1.09 2.55
H -3.47 -3.57 -0.40
C 2.46 0.50 -2.93
H -1.88 -3.73 0.29
N -0.98 1.38 -1.08
C 3.43 -1.18 0.31
H 4.46 -0.95 0.31
C 2.51 1.49 -4.08
H 0.13 1.64 4.97
C 3.39 0.27 -1.91
H -1.08 -1.26 6.62
H 2.48 1.57 5.28
H -2.38 3.69 0.93
H 3.36 -2.29 0.21
Mn -0.26 -0.32 -0.19
H 2.88 -0.86 1.18
H -1.05 -1.50 -5.63
H 0.48 2.00 3.07
C -1.89 2.74 0.80
C -1.99 -2.46 -1.41
C -1.24 -2.39 -5.06
C -1.32 3.22 -4.28

***

# 6
11
Properties=species:S:1:pos:R:3 method="wB97M-V/def2-TZVPD" multiplicity=1 de_lowest_kcal_mol=46.11 largest_force_ev_per_a=5.69 homo_lumo_gap_ha=0.3212 e_tot_ev=-11820.4505 charge=-1 e_homo_ev=-5.02
H 0.21 -1.74 -1.62
O -0.42 2.14 1.41
N -0.16 -0.84 -0.95
O 1.25 -2.15 0.17
O 0.84 -0.10 1.05
H -1.46 -0.12 -2.30
H -0.72 1.66 0.65
C 0.74 -0.98 0.21
O -1.15 1.25 -0.71
H 0.37 1.64 1.66
C -0.97 0.19 -1.40